# 1
25
Properties=species:S:1:pos:R:3 method="wB97M-V/def2-TZVPD" homo_lumo_gap_ev=8.2 homo_energy_ev=-7.875
C 0.74 0.31 -1.38
C 0.39 -0.84 0.38
C 0.91 1.75 -0.98
C 1.64 -0.48 1.16
C 0.45 -2.21 -0.27
O -0.14 0.04 -2.30
H -1.17 0.43 -1.87
H 1.67 -0.25 -1.49
H -0.40 -0.87 1.13
H 1.35 2.28 -1.83
H 1.59 1.87 -0.13
H -0.05 2.21 -0.76
H -0.42 -2.39 -0.91
H 1.53 0.48 1.67
H 1.82 -1.23 1.94
H 2.53 -0.43 0.53
H 1.34 -2.33 -0.89
H 0.46 -3.00 0.49
C -2.02 0.98 1.35
C -1.93 0.20 0.08
O -2.03 0.81 -1.03
H -2.13 -0.88 0.11
H -1.74 0.38 2.21
H -3.05 1.33 1.47
H -1.37 1.86 1.30

# 2
28
Properties=species:S:1:pos:R:3 method="wB97M-V/def2-TZVPD" homo_lumo_gap_ev=9.3 homo_energy_ev=-8.774
C 3.31 0.25 0.17
C 2.53 1.43 0.68
C 2.61 -0.99 0.71
C 0.23 -0.04 0.06
C -1.53 -0.61 -2.33
C -2.63 1.35 -0.21
C -2.42 -1.66 0.44
O 0.17 2.52 0.12
O 1.84 -1.16 -1.70
Si -1.66 -0.21 -0.46
S 1.05 1.54 -0.42
S 1.28 -1.51 -0.42
H 3.13 0.05 -0.88
H 4.44 0.25 0.40
H 2.05 1.30 1.75
H 2.99 2.34 0.42
H 3.32 -1.80 0.50
H 2.40 -1.10 1.76
H 0.37 0.04 1.31
H -0.68 -0.11 -2.65
H -1.49 -1.63 -2.34
H -2.37 -0.24 -2.84
H -3.15 1.59 0.77
H -2.01 2.19 -0.30
H -3.42 1.54 -0.91
H -2.26 -1.54 1.54
H -3.52 -1.62 0.36
H -2.00 -2.65 0.14

The calculation returns the following E values, one per record and in order: -11610.1843, -41159.2805 eV.